No. 1
Molecular formula: CH3NO2S
Method: DFT, wB97M-V/def2-TZVPD

The relative energy (zero: lowest compared OMol25 entry of this formula, charge and spin) comes out at 1.324 eV. The calculation puts the orbital gap at 10.24 eV. Its largest force on an atom is 1.7 eV/A. The value obtained for the total energy is -17504.147 eV. As for the spin multiplicity: 1. The highest occupied orbital energy is -9.6 eV.

Each line ends with the Mulliken charge.
Cartesian coordinates (Å):
H (1.373, -1.859, 0.389)  0.26
H (-1.625, 1.669, -0.529)  0.33
N (0.381, -1.678, 0.541)  -0.50
H (0.490, 0.319, -0.102)  0.31
O (-2.309, -0.865, -0.987)  -0.51
S (-1.936, -0.380, 0.331)  0.52
O (-1.911, 1.288, 0.310)  -0.48
C (-0.064, -0.542, 0.291)  0.07


No. 2
Molecular formula: CH3NO2S
Method: DFT, wB97M-V/def2-TZVPD

The relative energy (zero: lowest compared OMol25 entry of this formula, charge and spin) comes out at 0.967 eV. The calculation puts the orbital gap at 10.11 eV. Its largest force on an atom is 2.2 eV/A. The value obtained for the total energy is -17504.503 eV. As for the spin multiplicity: 1. The highest occupied orbital energy is -10.4 eV.

Each line ends with the Mulliken charge.
Cartesian coordinates (Å):
C (-1.213, 0.038, 0.289)  -0.11
H (-0.866, -0.122, -1.643)  0.23
S (1.822, 0.050, -0.353)  0.72
O (2.056, 1.090, 0.619)  -0.43
N (-0.553, 0.326, -0.746)  -0.48
H (-0.989, 0.567, 1.281)  0.22
H (-1.998, -0.669, 0.429)  0.25
O (1.741, -1.280, 0.125)  -0.40


No. 3
Molecular formula: CH3NO2S
Method: DFT, wB97M-V/def2-TZVPD

The relative energy (zero: lowest compared OMol25 entry of this formula, charge and spin) comes out at 4.274 eV. The calculation puts the orbital gap at 9.43 eV. Its largest force on an atom is 6.0 eV/A. The value obtained for the total energy is -17501.196 eV. As for the spin multiplicity: 1. The highest occupied orbital energy is -10.3 eV.

Each line ends with the Mulliken charge.
Cartesian coordinates (Å):
C (0.538, -0.947, 0.274)  0.06
H (1.986, 1.177, 0.802)  -0.17
H (0.450, -0.549, -1.776)  0.30
S (-1.483, -0.143, 0.474)  0.72
H (2.458, 1.467, 1.102)  0.17
O (-1.663, 1.065, -0.279)  -0.46
N (0.140, -0.847, -0.862)  -0.18
O (-2.427, -1.222, 0.265)  -0.44


No. 4
Molecular formula: CH3NO2S2
Method: DFT, wB97M-V/def2-TZVPD

The relative energy (zero: lowest compared OMol25 entry of this formula, charge and spin) comes out at 3.894 eV. The calculation puts the orbital gap (alpha / beta) at 7.32 / 7.37 eV. Its largest force on an atom is 3.1 eV/A. The value obtained for the total energy is -28336.528 eV. As for the spin multiplicity: 1. The highest occupied orbital energy (alpha / beta) is -8.2 / -8.2 eV.

Each line ends with the Mulliken charge.
Cartesian coordinates (Å):
H (0.285, 0.578, -0.943)  0.28
S (-1.505, 1.076, 0.593)  0.26
H (-0.217, -0.881, -0.040)  0.25
N (-3.757, -0.239, 0.044)  0.54
H (0.725, 0.393, 0.770)  0.30
O (-2.523, 1.086, -0.510)  -0.40
C (-0.025, 0.182, 0.015)  -0.74
S (-5.158, -0.075, -0.518)  -0.05
O (-3.133, -0.828, 0.869)  -0.44


No. 5
Molecular formula: CH3NO2S2
Method: DFT, wB97M-V/def2-TZVPD

The relative energy (zero: lowest compared OMol25 entry of this formula, charge and spin) comes out at 3.225 eV. The calculation puts the orbital gap at 8.56 eV. Its largest force on an atom is 3.5 eV/A. The value obtained for the total energy is -28337.197 eV. As for the spin multiplicity: 1. The highest occupied orbital energy is -9.0 eV.

Each line ends with the Mulliken charge.
Cartesian coordinates (Å):
S (1.981, -0.928, -0.215)  -0.14
H (0.755, -0.518, -0.641)  0.17
H (-0.428, 0.951, -0.500)  0.44
O (-2.862, -0.274, 0.472)  -0.28
S (0.534, -0.201, 2.178)  -0.28
O (-0.971, 0.192, -0.645)  -0.35
H (2.870, -0.901, 2.008)  0.26
N (-1.966, 0.498, 0.310)  0.19
C (1.846, -0.728, 1.496)  -0.01


No. 6
Molecular formula: CH3NO3
Method: DFT, wB97M-V/def2-TZVPD

The relative energy (zero: lowest compared OMol25 entry of this formula, charge and spin) comes out at 1.727 eV. The calculation puts the orbital gap at 10.47 eV. Its largest force on an atom is 1.2 eV/A. The value obtained for the total energy is -8715.239 eV. As for the spin multiplicity: 1. The highest occupied orbital energy is -9.8 eV.

Each line ends with the Mulliken charge.
Cartesian coordinates (Å):
H (1.684, -1.751, -0.239)  0.24
C (2.131, 0.212, -0.017)  0.62
O (-1.138, 0.706, 0.731)  -0.35
H (-0.753, -0.182, 0.666)  0.33
N (1.484, -0.791, -0.057)  -0.44
O (2.585, 1.263, 0.120)  -0.38
H (-1.378, 1.959, -0.657)  0.33
O (-1.426, 0.996, -0.623)  -0.34


No. 7
Molecular formula: CH3NO3
Method: DFT, wB97M-V/def2-TZVPD

The relative energy (zero: lowest compared OMol25 entry of this formula, charge and spin) comes out at 3.014 eV. The calculation puts the orbital gap at 11.42 eV. Its largest force on an atom is 3.1 eV/A. The value obtained for the total energy is -8713.953 eV. As for the spin multiplicity: 1. The highest occupied orbital energy is -11.0 eV.

Each line ends with the Mulliken charge.
Cartesian coordinates (Å):
N (-1.106, 0.410, -0.613)  -0.54
H (0.155, -1.835, 1.093)  0.33
H (1.318, -1.937, 0.212)  0.30
O (0.733, 1.826, 0.240)  -0.28
C (-0.402, 1.335, -0.269)  0.72
O (0.408, -1.888, 0.177)  -0.65
O (-0.261, 2.609, -0.484)  -0.26
H (-0.844, -0.519, -0.356)  0.38


No. 8
Molecular formula: CH3NO3
Method: DFT, wB97M-V/def2-TZVPD

The relative energy (zero: lowest compared OMol25 entry of this formula, charge and spin) comes out at 5.635 eV. The calculation puts the orbital gap (alpha / beta) at 8.50 / 8.93 eV. Its largest force on an atom is 3.7 eV/A. The value obtained for the total energy is -8711.332 eV. As for the spin multiplicity: 1. The highest occupied orbital energy (alpha / beta) is -9.8 / -10.4 eV.

Each line ends with the Mulliken charge.
Cartesian coordinates (Å):
H (-0.708, -0.118, -1.841)  0.12
C (0.088, -0.580, -0.041)  -0.31
O (1.492, 1.269, -0.544)  -0.54
H (-1.229, -0.454, 1.314)  0.35
O (-0.773, -1.156, 0.773)  -0.35
H (0.779, -1.257, -0.363)  0.38
N (0.519, 0.789, -0.011)  0.95
O (-0.167, 1.506, 0.712)  -0.60


No. 9
Molecular formula: CH3NO3S
Method: DFT, wB97M-V/def2-TZVPD

The relative energy (zero: lowest compared OMol25 entry of this formula, charge and spin) comes out at 3.039 eV. The calculation puts the orbital gap at 7.23 eV. Its largest force on an atom is 1.4 eV/A. The value obtained for the total energy is -19550.275 eV. As for the spin multiplicity: 1. The highest occupied orbital energy is -9.0 eV.

Each line ends with the Mulliken charge.
Cartesian coordinates (Å):
H (-0.221, -0.072, -0.547)  0.06
O (-1.875, -0.455, 1.176)  -0.36
S (-2.632, 0.378, 0.304)  0.68
H (2.581, -0.583, 0.097)  0.27
N (0.778, -0.124, -0.770)  0.39
O (1.136, 0.266, -1.932)  -0.63
O (-2.163, 1.731, 0.224)  -0.33
C (1.480, -0.482, 0.247)  -0.30
H (0.916, -0.658, 1.201)  0.22


No. 10
Molecular formula: CH3NO4S
Method: DFT, wB97M-V/def2-TZVPD

The relative energy (zero: lowest compared OMol25 entry of this formula, charge and spin) comes out at 0.721 eV. The calculation puts the orbital gap at 10.43 eV. Its largest force on an atom is 4.1 eV/A. The value obtained for the total energy is -21597.898 eV. As for the spin multiplicity: 1. The highest occupied orbital energy is -10.8 eV.

Each line ends with the Mulliken charge.
Cartesian coordinates (Å):
O (-1.238, -0.396, 0.404)  -0.41
H (1.159, -0.947, -1.148)  0.31
N (1.118, 0.136, -1.017)  -0.46
S (-0.703, 0.982, 0.160)  0.77
H (2.091, 0.948, 0.519)  0.35
O (-3.162, -1.683, 1.608)  -0.14
H (1.425, 0.616, -1.980)  0.32
C (-3.110, -1.573, 0.486)  0.12
O (2.329, 0.376, -0.255)  -0.37
O (0.091, 1.540, 1.224)  -0.49


No. 11
Molecular formula: CH3NO4S
Method: DFT, wB97M-V/def2-TZVPD

The relative energy (zero: lowest compared OMol25 entry of this formula, charge and spin) comes out at 2.277 eV. The calculation puts the orbital gap at 9.46 eV. Its largest force on an atom is 4.3 eV/A. The value obtained for the total energy is -21596.342 eV. As for the spin multiplicity: 1. The highest occupied orbital energy is -9.9 eV.

Each line ends with the Mulliken charge.
Cartesian coordinates (Å):
H (0.919, -1.037, 1.446)  0.28
O (-0.822, 2.244, -0.114)  -0.33
O (0.003, -0.956, -1.483)  -0.52
N (0.976, -0.151, 1.049)  -0.30
H (-2.375, 1.019, -0.938)  0.26
O (2.178, 0.033, 0.355)  -0.34
O (-1.625, -1.117, 0.387)  -0.57
C (-1.325, 1.243, -0.475)  0.19
H (2.627, -0.881, 0.069)  0.33
S (-0.554, -0.398, -0.296)  0.98


No. 12
Molecular formula: CH3NOP2
Method: DFT, wB97M-V/def2-TZVPD

The relative energy (zero: lowest compared OMol25 entry of this formula, charge and spin) comes out at 0.000 eV. The calculation puts the orbital gap at 7.69 eV. Its largest force on an atom is 2.1 eV/A. The value obtained for the total energy is -23198.656 eV. As for the spin multiplicity: 1. The highest occupied orbital energy is -8.7 eV.

Each line ends with the Mulliken charge.
Cartesian coordinates (Å):
H (2.088, 1.839, 0.726)  0.03
H (-1.480, -1.469, -0.009)  0.34
P (0.364, -0.073, -1.255)  0.10
O (-1.793, -1.868, -1.985)  -0.39
C (-1.223, -1.368, -1.077)  0.00
H (1.091, 0.857, 2.231)  0.06
N (0.197, 0.412, 0.223)  -0.09
P (0.757, 1.670, 1.147)  -0.05